Entry 1:
Computed, not measured: a cluster of 2 separate species, C14H16BNO4 in total at a distorted geometry, with ωB97M-V with the def2-TZVPD basis set.

```
! wB97M-V def2-TZVPD RIJCOSX def2/J DEFGRID3
* xyz 0 1
C 0.19061 0.63540 2.74405
N -0.98679 0.18238 1.87919
C -1.18592 1.35178 0.93436
B -0.50515 -0.96097 1.05213
O -0.20613 -0.71137 -0.36449
C -0.22570 -2.47168 1.57280
C -1.17121 -3.53243 1.53025
C -0.64427 -4.95724 2.05796
O -1.32574 -5.73701 2.73892
C 0.86071 -5.30486 1.61217
C 1.80772 -4.24922 1.65600
O 3.16789 -4.38311 1.27385
C 1.24019 -2.82136 2.14179
O 1.89200 -2.07376 2.88662
H 0.16492 1.77686 2.76052
H 1.15024 0.29779 2.23306
H 0.08532 0.19806 3.78843
H -0.18388 1.71988 0.50190
H -1.59411 2.25136 1.52553
H -1.95829 1.13395 0.12790
H 0.77449 -0.82526 -0.40202
H -2.21683 -3.37149 1.13173
H 1.17493 -6.33656 1.24762
H 3.23295 -3.94449 0.39482
C 0.96666 3.07391 -2.69393
C -0.07562 2.16219 -2.82693
C -1.33566 2.59822 -3.22302
C -1.55508 3.94761 -3.48171
C -0.51518 4.86069 -3.33962
C 0.74596 4.42421 -2.94744
H 1.95093 2.73274 -2.39172
H 0.09422 1.11027 -2.62284
H -2.14716 1.88652 -3.33026
H -2.53674 4.28747 -3.79290
H -0.68754 5.91367 -3.53567
H 1.55726 5.13587 -2.83903
*
```

As for the HOMO-LUMO gap: 8.31 eV. The calculation puts the molar mass at 273.097 g mol⁻¹. The max |F| is 3.54 eV Å⁻¹. The structure (SMILES) is CN(C)B(O)C1=CC(=O)C=C(O)C1=O.c1ccccc1. As for the LUMO energy: -1.1 eV.

=====

Entry 2:
Computed, not measured: a cluster of 5 separate species, C31H47N6O2 in total at a distorted geometry, with ωB97M-V with the def2-TZVPD basis set.

```
! wB97M-V def2-TZVPD RIJCOSX def2/J DEFGRID3
* xyz 1 1
C 0.73009 6.74128 2.05064
C -0.49935 6.34386 1.24024
C -0.85086 4.85468 1.40704
C -0.97999 4.08508 0.06886
C -0.55731 2.63697 0.31295
C -0.73491 1.72778 -0.92517
C 0.44200 0.71738 -1.02691
C -0.00643 -0.66837 -1.56298
C 0.79857 -1.02977 -2.81813
C 2.14253 -1.68434 -2.45379
C 3.15220 -1.66914 -3.54008
C 2.81649 -1.30003 -4.85157
N 3.59936 -1.23416 -5.89201
N 4.84626 -1.59232 -5.66499
C 5.26407 -1.97455 -4.47894
C 4.48968 -2.02633 -3.35414
C 5.11178 -2.45469 -2.04172
O 4.60363 -1.79524 -0.91003
O 3.93969 -2.71528 -0.04825
H 1.09307 7.72654 1.76990
H 1.52762 6.02105 1.86312
H 0.51584 6.73131 3.11727
H -1.34340 6.94737 1.57001
H -0.30983 6.55919 0.18974
H -0.04447 4.37820 1.96773
H -1.76920 4.70633 1.96990
H -2.00817 4.15020 -0.28152
H -0.30798 4.57519 -0.63564
H 0.48940 2.64707 0.61061
H -1.17589 2.26822 1.12988
H -0.84405 2.32058 -1.83014
H -1.62748 1.12903 -0.75579
H 0.81742 0.59054 -0.01680
H 1.20856 1.17212 -1.65589
H -1.06249 -0.66365 -1.80566
H 0.23010 -1.40357 -0.79621
H 1.02628 -0.11437 -3.36337
H 0.26236 -1.68250 -3.51332
H 2.53627 -1.09675 -1.62538
H 1.98364 -2.68767 -2.05647
H 1.78803 -1.03211 -5.03755
H 5.48920 -1.56117 -6.44812
H 6.30460 -2.26776 -4.40618
H 5.10489 -3.53763 -1.92906
H 6.17181 -2.18890 -2.10425
H 3.27345 -3.17177 -0.58307
N -0.41585 -4.43242 -1.53505
C -0.02268 -4.67944 -0.24238
C -1.06703 -5.27300 0.40887
C -2.13200 -5.39582 -0.52504
C -1.70162 -4.87085 -1.71301
H 0.14795 -3.99889 -2.23996
H 0.96297 -4.40952 0.10115
H -1.06846 -5.58594 1.43969
H -3.10403 -5.82142 -0.34241
H -2.19572 -4.77085 -2.66430
N -5.74121 3.45401 -2.29145
C -4.84733 3.18941 -1.28900
C -5.07794 4.08126 -0.27557
C -6.15545 4.91398 -0.68138
C -6.54318 4.50103 -1.92687
H -5.80032 2.95730 -3.16034
H -4.12787 2.39342 -1.38334
H -4.53620 4.13209 0.65494
H -6.59461 5.72229 -0.12154
H -7.31730 4.86025 -2.58286
N 2.49444 -6.49536 1.68919
C 2.91765 -5.84703 2.82103
C 2.45687 -6.54813 3.90102
C 1.73064 -7.66519 3.40363
C 1.77296 -7.60614 2.03773
H 2.68261 -6.20248 0.75051
H 3.50639 -4.94725 2.75862
H 2.62152 -6.29172 4.93392
H 1.23492 -8.42438 3.98465
H 1.35404 -8.25362 1.28662
N -2.71443 1.98395 4.83139
C -1.52041 2.53524 4.45139
C -1.38684 3.73518 5.09622
C -2.54435 3.91359 5.90122
C -3.34228 2.81663 5.71741
H -3.07478 1.10494 4.51053
H -0.87265 2.02747 3.75689
H -0.55255 4.41055 5.00313
H -2.76437 4.75109 6.54154
H -4.29852 2.55787 6.13846
*
```

As for the HOMO-LUMO gap: 4.26 eV. The calculation puts the molar mass at 535.757 g mol⁻¹. The max |F| is 2.04 eV Å⁻¹. As for the LUMO energy: -5.2 eV.

=====

Entry 3:
Computed, not measured: a structure of composition C2H3N5O at a distorted geometry, with ωB97M-V with the def2-TZVPD basis set.

```
! wB97M-V def2-TZVPD RIJCOSX def2/J DEFGRID3
* xyz 0 1
C 1.31497 0.32387 0.19959
C -1.30373 0.25236 0.05575
H 3.34318 -0.02308 -0.29826
H 1.34225 1.51098 0.93315
H -2.48489 1.74623 -0.19198
N 2.33511 -0.48214 -0.38679
N 0.05438 -0.30977 0.03543
N 0.03535 -1.59408 0.06670
N -1.15207 -1.97683 -0.01207
N -1.46472 1.46878 -0.22922
O -2.01982 -0.91633 -0.17230
*
```

As for the HOMO-LUMO gap: 9.57 eV. The calculation puts the molar mass at 113.080 g mol⁻¹. The max |F| is 6.73 eV Å⁻¹. For the relative energy (zero: lowest compared OMol25 entry of this formula, charge and spin), the calculation gives 566.7 kJ/mol. As for the LUMO energy: 0.0 eV.

=====

Entry 4:
Computed, not measured: a structure of composition H7NO3Si2 at a distorted geometry, with ωB97M-V with the def2-TZVPD basis set.

```
! wB97M-V def2-TZVPD RIJCOSX def2/J DEFGRID3
* xyz 0 1
N 1.65039 0.01394 -1.75064
O -2.61093 -0.11591 0.39479
O 2.23266 -1.62433 0.63458
O -0.07977 -0.27581 -0.02448
Si -1.49803 -0.84954 -0.46977
Si 1.39819 -0.75251 -0.23573
H 1.07393 0.95510 -1.90242
H 2.54924 -0.01276 -2.31162
H -2.95587 -0.17108 1.25713
H 0.02706 1.17496 2.24465
H -1.70656 -0.03259 -1.75039
H -1.64558 -2.27855 -0.66100
H -0.05661 0.97395 1.47897
*
```

As for the HOMO-LUMO gap: 10.92 eV. The calculation puts the molar mass at 125.232 g mol⁻¹. The max |F| is 3.57 eV Å⁻¹. For the relative energy (zero: lowest compared OMol25 entry of this formula, charge and spin), the calculation gives 231.5 kJ/mol. As for the LUMO energy: 0.2 eV.

=====

Entry 5:
Computed, not measured: a structure of composition C19H32NO4P2Tb at a distorted geometry, with ωB97M-V with the def2-TZVPD basis set.

```
! wB97M-V def2-TZVPD RIJCOSX def2/J DEFGRID3
* xyz 0 7
C 3.62357 -2.39311 0.12673
C 2.67168 -1.37027 0.07736
N 1.34761 -1.62753 0.24547
C 0.93944 -2.91339 0.36797
C 1.85634 -3.95473 0.49654
C 3.21981 -3.70076 0.37066
C 3.16969 0.02984 -0.18816
P 2.06472 1.39469 0.37270
Tb -0.40099 0.16177 0.30207
P -1.66849 -2.13436 -0.57327
C -0.53996 -3.26566 0.38722
C -1.78202 2.04817 -0.55582
C -1.94500 3.07672 0.35415
C -2.80744 4.15382 0.01963
C -3.46760 4.16128 -1.21742
C -3.27713 3.10975 -2.12918
C -2.41756 2.03622 -1.77902
O 3.48803 0.51696 -2.89212
O 1.00356 1.29209 -3.13900
H 4.66961 -2.11895 -0.01839
H 1.46548 -4.95414 0.65757
H 3.94878 -4.50722 0.44085
C 2.64138 1.64644 2.08254
C 2.74562 2.85158 -0.47032
H -0.67873 -4.26127 -0.05584
H -0.90503 -3.31801 1.42794
H 3.37572 0.17781 -1.30741
H 4.12923 0.17359 0.33051
C -3.22113 -2.36646 0.36461
C -1.99197 -3.12185 -2.07159
H -1.42428 3.06941 1.31743
H -2.95002 4.96888 0.73805
H -4.13972 4.98749 -1.46835
H -3.77958 3.11142 -3.09995
H -2.25227 1.21144 -2.47668
H 0.36376 0.70242 -2.54689
H 0.60194 2.17377 -3.12721
H 2.56561 0.88251 -3.09039
H 3.56142 -0.30437 -3.39630
H -0.31613 0.07571 -1.76640
H 3.72193 1.85457 2.10085
H 2.08926 2.50094 2.50236
H 2.41841 0.76377 2.69338
H 3.81290 2.98604 -0.24937
H 2.60562 2.75378 -1.55160
H 2.19064 3.72753 -0.11997
H -2.52300 -4.05256 -1.83860
H -2.60771 -2.51385 -2.74555
H -1.04166 -3.35209 -2.56489
H -3.60449 -3.39065 0.24237
H -3.05854 -2.14640 1.43198
H -3.95823 -1.65361 -0.03349
C -2.52455 0.05384 4.12414
C -1.13028 0.22715 3.59416
O -0.16464 0.54211 4.27432
O -1.09655 -0.01641 2.28134
H -2.55863 0.36766 5.16529
H -2.82968 -0.99757 4.05700
H -3.22873 0.64403 3.52599
*
```

As for the HOMO-LUMO gap (alpha / beta): 7.27 / 7.40 eV. The calculation puts the molar mass at 559.341 g mol⁻¹. The max |F| is 2.57 eV Å⁻¹. As for the LUMO energy (alpha / beta): 0.0 / 0.1 eV.

=====

Entry 6:
Computed, not measured: an isolated molecule of C3H6N2O3 at a distorted geometry, with ωB97M-V with the def2-TZVPD basis set.

```
! wB97M-V def2-TZVPD RIJCOSX def2/J DEFGRID3
* xyz 0 1
O 2.29925 0.78629 -0.25856
C 1.55616 -0.13156 -0.06485
O 1.84163 -1.14502 0.76690
C 0.15926 -0.28643 -0.65515
O -0.16752 -1.61663 -0.94616
C -0.81560 0.33089 0.34910
N -1.17110 1.69510 0.14541
N -2.14796 0.64218 -0.04552
H 2.72690 -1.03170 1.14783
H 0.10496 0.27545 -1.59296
H 0.01855 -2.16213 -0.17143
H -0.71986 -0.06072 1.36190
H -1.37834 2.19812 1.00765
H -2.30636 0.50617 -1.04415
*
```

As for the HOMO-LUMO gap: 10.39 eV. The calculation puts the molar mass at 118.092 g mol⁻¹. The max |F| is 1.13 eV Å⁻¹. For the relative energy (zero: lowest compared OMol25 entry of this formula, charge and spin), the calculation gives 283.5 kJ/mol. The structure (SMILES) is O=C(O)[C@@H](O)C1NN1. As for the LUMO energy: 0.5 eV.